[1]
{
  "formula": "ClH4N2OP",
  "method": "ωB97M-V/def2-TZVPD",
  "total_energy_ev": -26903.25930,
  "max_force_ev_per_a": 3.76,
  "e_above_lowest_kcal_mol": 71.78,
  "smiles": "NP(O)NCl",
  "e_lumo_ev": 0.617,
  "e_homo_ev": -9.1272,
  "species": ["N", "P", "O", "N", "Cl", "H", "H", "H", "H"],
  "positions_angstrom": [[1.45448, -0.81225, -0.21668], [-0.17419, 0.32050, -0.69199], [-0.02073, 1.50467, 0.42287], [-1.19347, -0.65033, 0.26561], [-2.86542, -0.12616, 0.13078], [1.58643, -0.60135, 0.76746], [2.21330, -0.39070, -0.73581], [0.13661, 2.38367, 0.06761], [-1.13699, -1.62805, -0.00985]]
}

---

[2]
{
  "formula": "C30H60F2N6O24S3",
  "method": "ωB97M-V/def2-TZVPD",
  "total_energy_ev": -128099.24336,
  "max_force_ev_per_a": 5.80,
  "e_above_lowest_kcal_mol": 0.00,
  "smiles": "O=C1OC[C@@H](F)O1.O=C1OC[C@@H](F)O1.O=S1(=O)OCCO1.O=S1(=O)OCCO1.O=S1(=O)OCCO1.CNC(C)=O.CNC(C)=O.CNC(C)=O.CNC(C)=O.CNC(C)=O.CNC(C)=O",
  "e_lumo_ev": -0.219,
  "e_homo_ev": -9.4347,
  "species": ["O", "C", "O", "C", "C", "F", "O", "H", "H", "H", "O", "C", "O", "C", "C", "F", "O", "H", "H", "H", "O", "S", "O", "O", "C", "C", "O", "H", "H", "H", "H", "O", "S", "O", "O", "C", "C", "O", "H", "H", "H", "H", "O", "S", "O", "O", "C", "C", "O", "H", "H", "H", "H", "C", "N", "C", "C", "O", "H", "H", "H", "H", "H", "H", "H", "C", "N", "C", "C", "O", "H", "H", "H", "H", "H", "H", "H", "C", "N", "C", "C", "O", "H", "H", "H", "H", "H", "H", "H", "C", "N", "C", "C", "O", "H", "H", "H", "H", "H", "H", "H", "C", "N", "C", "C", "O", "H", "H", "H", "H", "H", "H", "H", "C", "N", "C", "C", "O", "H", "H", "H", "H", "H", "H", "H"],
  "positions_angstrom": [[7.81808, -4.20808, -2.86396], [7.18086, -3.92474, -1.86053], [7.59106, -3.32040, -0.74357], [6.57532, -3.40126, 0.32411], [5.25762, -3.56161, -0.46138], [4.80887, -2.32142, -0.43713], [5.83669, -4.10092, -1.73405], [6.73996, -4.26872, 0.96327], [6.61556, -2.43325, 0.82355], [4.50987, -4.22679, -0.02950], [3.79686, -12.39662, 1.20819], [3.49299, -13.47607, 0.60123], [3.91612, -13.88130, -0.57227], [3.34479, -15.05697, -1.10036], [2.89786, -15.68807, 0.22860], [3.72754, -16.59810, 0.76703], [2.93835, -14.54555, 1.13116], [2.42040, -14.77453, -1.60418], [4.10643, -15.64405, -1.61351], [1.95776, -16.19468, 0.01028], [-1.16350, -2.86765, -4.52704], [-0.10892, -2.42688, -3.64142], [0.13190, -1.03157, -3.39086], [-0.36786, -3.24914, -2.21923], [0.74421, -4.14273, -1.91034], [1.42476, -4.38656, -3.20250], [1.31347, -3.22025, -3.93056], [1.35807, -3.58064, -1.20653], [0.46764, -5.01598, -1.31956], [0.90523, -5.07785, -3.86606], [2.47755, -4.65169, -3.10537], [-3.89985, -9.24071, 1.16422], [-4.19498, -8.38974, 0.00723], [-5.31995, -8.71472, -0.87962], [-4.20802, -6.85699, 0.53255], [-3.49997, -5.98095, -0.36895], [-2.23058, -6.93325, -0.67160], [-2.91466, -8.13396, -0.96733], [-4.10377, -5.65774, -1.21692], [-3.34488, -5.09808, 0.25121], [-1.47390, -7.04251, 0.10532], [-1.74478, -6.54820, -1.56817], [5.16203, -6.96694, 4.15902], [6.38256, -6.90963, 3.32752], [6.71033, -5.56546, 2.88378], [7.71603, -7.44442, 4.13266], [8.76424, -7.62522, 3.28074], [8.16148, -7.94716, 1.86864], [6.81337, -8.10754, 2.20090], [9.35101, -6.70834, 3.22477], [9.24817, -8.49402, 3.72695], [8.46132, -8.92655, 1.49582], [8.31056, -7.22294, 1.06778], [2.86728, -9.75779, 0.53355], [2.11515, -8.61996, -0.04493], [1.95317, -7.39186, 0.52931], [2.74186, -6.85402, 1.78241], [1.10821, -6.67388, -0.01346], [3.86662, -9.46625, 0.85669], [2.90706, -10.62394, -0.12699], [2.52299, -10.14113, 1.49408], [1.50145, -8.65948, -0.84612], [2.30945, -7.26245, 2.69582], [2.94057, -5.78257, 1.75775], [3.73466, -7.29493, 1.69265], [3.78819, -11.50845, -3.17476], [4.43205, -11.76237, -4.46416], [5.65375, -11.37862, -4.85119], [6.28363, -11.97363, -6.08016], [6.31480, -10.50796, -4.27563], [3.28328, -10.54246, -3.16924], [4.46505, -11.51593, -2.32041], [2.97660, -12.19425, -2.93165], [3.98612, -12.44300, -5.06248], [5.59369, -12.74246, -6.42799], [7.13981, -12.51738, -5.68092], [6.47538, -11.31139, -6.92442], [-3.19588, -3.31862, 3.32280], [-1.80041, -3.01632, 3.36043], [-0.81024, -3.93388, 3.25853], [-1.20377, -5.30463, 2.55974], [0.33747, -3.72862, 3.52873], [-3.32622, -3.90213, 4.23418], [-3.52809, -3.97939, 2.52210], [-3.76982, -2.39256, 3.35594], [-1.43856, -2.22330, 3.87060], [-0.28696, -5.88979, 2.48805], [-1.65111, -5.10555, 1.58591], [-1.97507, -5.84238, 3.11112], [0.11648, -11.93492, 1.45466], [-0.82373, -12.22612, 0.36443], [-0.40302, -12.31313, -0.89452], [-1.48568, -12.33644, -1.99646], [0.81223, -12.27697, -1.16867], [-0.33943, -12.08928, 2.43263], [0.39888, -10.88911, 1.33367], [1.00173, -12.57015, 1.48475], [-1.78056, -12.51871, 0.50218], [-2.30502, -12.94804, -1.61865], [-1.00994, -12.80587, -2.85751], [-1.80655, -11.30068, -2.10752], [2.61555, -10.94710, 5.19871], [2.41236, -12.12469, 5.91006], [1.52923, -13.05692, 5.52039], [1.37014, -14.28407, 6.39397], [0.75017, -12.80916, 4.58441], [1.73069, -10.32509, 5.06369], [3.10822, -11.16571, 4.25130], [3.34682, -10.24670, 5.60219], [2.89473, -12.26511, 6.78625], [2.08409, -14.44492, 7.20175], [1.43714, -15.11776, 5.69500], [0.40781, -14.27996, 6.90583], [0.79419, -8.25106, -2.81990], [2.21670, -8.03719, -3.17677], [2.68311, -7.37565, -4.25453], [4.29772, -7.29955, -4.40193], [2.03053, -6.89850, -5.11035], [0.66233, -9.05787, -2.09895], [0.10413, -8.48306, -3.63112], [0.55253, -7.35763, -2.24415], [2.94539, -8.25073, -2.51081], [4.67485, -7.45456, -5.41280], [4.74299, -8.11136, -3.82678], [4.70600, -6.42582, -3.89397]]
}